## w
{"formula": "C5H12N2O", "method": "ωB97M-V/def2-TZVPD", "lumo_energy_ev": 0.87, "charge": 0, "homo_energy_ev": -7.899, "smiles": "N/C=C(\\N)CCCO", "homo_lumo_gap_ev": 8.7698, "symbols": ["N", "C", "C", "N", "C", "C", "C", "O", "H", "H", "H", "H", "H", "H", "H", "H", "H", "H", "H", "H"], "xyz": [[0.382, 2.863, 0.761], [0.630, 1.534, 0.293], [0.222, 0.421, 0.887], [-0.806, 0.352, 1.855], [0.652, -0.955, 0.409], [-0.388, -1.697, -0.439], [-0.204, -1.486, -1.892], [0.047, -0.115, -2.240], [0.022, 3.453, 0.012], [-0.371, 2.926, 1.440], [1.409, 1.533, -0.461], [-0.498, -0.085, 2.717], [-1.234, 1.249, 2.077], [1.646, -0.897, -0.049], [0.878, -1.517, 1.322], [-0.254, -2.757, -0.234], [-1.381, -1.453, -0.092], [0.679, -1.997, -2.278], [-1.056, -1.850, -2.481], [-0.373, 0.477, -1.607]]}

## x
{"formula": "C5H12N2O", "method": "ωB97M-V/def2-TZVPD", "lumo_energy_ev": 0.86, "charge": 0, "homo_energy_ev": -7.500, "homo_lumo_gap_ev": 8.3620, "symbols": ["C", "C", "C", "C", "C", "N", "N", "O", "H", "H", "H", "H", "H", "H", "H", "H", "H", "H", "H", "H"], "xyz": [[0.696, 0.077, 0.245], [-0.416, 0.580, -0.488], [2.061, -0.095, -0.362], [-1.788, 0.731, 0.117], [-0.179, -1.726, -0.215], [-0.844, -2.320, 0.810], [0.488, 2.172, -0.077], [0.105, -2.302, -1.239], [0.627, 0.093, 1.328], [-0.355, 0.504, -1.568], [-1.090, -1.808, 1.639], [-1.096, -3.299, 0.748], [0.877, 2.722, -0.837], [0.118, 2.753, 0.672], [2.065, 0.179, -1.417], [2.374, -1.138, -0.313], [2.772, 0.543, 0.158], [-1.734, 0.824, 1.204], [-2.258, 1.632, -0.273], [-2.420, -0.122, -0.131]]}

## y
{"formula": "C5H12N2O", "method": "ωB97M-V/def2-TZVPD", "lumo_energy_ev": 1.05, "charge": 0, "homo_energy_ev": -8.337, "smiles": "CNC[C@@H](N)CC=O", "homo_lumo_gap_ev": 9.3895, "symbols": ["C", "N", "C", "C", "N", "C", "C", "O", "H", "H", "H", "H", "H", "H", "H", "H", "H", "H", "H", "H"], "xyz": [[-2.098, -0.466, -1.380], [-1.221, 0.682, -1.200], [0.168, 0.384, -1.244], [0.658, -0.228, 0.077], [2.018, -0.643, -0.121], [0.480, 0.786, 1.289], [0.637, -0.190, 2.513], [0.013, -1.222, 2.574], [-2.268, -1.142, -0.510], [-3.130, -0.087, -1.420], [-1.764, -0.990, -2.261], [-1.622, 1.579, -1.377], [0.681, 1.397, -1.274], [0.519, -0.232, -2.064], [0.090, -1.130, 0.369], [2.444, -1.421, 0.342], [2.619, 0.052, -0.533], [-0.515, 1.173, 1.505], [1.224, 1.567, 1.235], [1.068, 0.131, 3.479]]}

It turns out w is the most stable, with the second structure 78.8 kJ/mol higher.

## w
{"formula": "C5H12N2O", "method": "ωB97M-V/def2-TZVPD", "lumo_energy_ev": 0.81, "charge": 0, "homo_energy_ev": -9.325, "smiles": "CC[C@H](C)NC(N)=O", "homo_lumo_gap_ev": 10.1379, "symbols": ["C", "C", "C", "C", "N", "C", "N", "O", "H", "H", "H", "H", "H", "H", "H", "H", "H", "H", "H", "H"], "xyz": [[0.039, -2.178, -1.053], [-0.284, -1.506, 0.274], [0.556, -0.186, 0.262], [1.805, -0.117, 1.218], [-0.162, 1.148, 0.488], [-1.147, 1.610, -0.500], [-1.720, 2.873, -0.250], [-1.168, 0.936, -1.546], [-0.694, -2.052, -1.881], [0.778, -1.693, -1.786], [0.226, -3.297, -0.971], [-0.127, -2.192, 1.203], [-1.345, -1.251, 0.178], [1.038, -0.109, -0.889], [1.482, -0.494, 2.299], [2.170, 0.907, 1.187], [2.683, -0.646, 0.790], [-0.476, 1.474, 1.364], [-2.061, 3.434, -1.046], [-1.593, 3.339, 0.660]]}

## x
{"formula": "C5H12N2O", "method": "ωB97M-V/def2-TZVPD", "lumo_energy_ev": 1.01, "charge": 0, "homo_energy_ev": -9.183, "smiles": "C=CC(C)(C)N(N)O", "homo_lumo_gap_ev": 10.1882, "symbols": ["C", "C", "C", "C", "C", "N", "N", "O", "H", "H", "H", "H", "H", "H", "H", "H", "H", "H", "H", "H"], "xyz": [[-1.188, 0.733, 1.861], [-0.247, 0.803, 0.913], [-0.152, -0.068, -0.340], [-0.362, 0.775, -1.597], [-1.132, -1.239, -0.328], [1.206, -0.658, -0.335], [2.185, 0.208, -0.679], [1.317, -0.934, 1.276], [-1.801, -0.140, 2.010], [-1.307, 1.530, 2.578], [0.337, 1.714, 0.837], [0.325, 1.618, -1.634], [-0.214, 0.163, -2.485], [-1.378, 1.164, -1.592], [-0.974, -1.855, -1.211], [-2.152, -0.861, -0.331], [-1.000, -1.854, 0.558], [2.265, 1.055, -0.118], [3.079, -0.266, -0.748], [1.193, -1.887, 1.365]]}

It turns out w is the most stable, with the second structure 205.2 kJ/mol higher.

## w
{"formula": "C6H9N", "method": "ωB97M-V/def2-TZVPD", "lumo_energy_ev": [0.55, 0.55], "charge": 0, "homo_energy_ev": [-7.218, -7.217], "homo_lumo_gap_ev": [7.7667, 7.7656], "symbols": ["C", "C", "C", "C", "C", "C", "N", "H", "H", "H", "H", "H", "H", "H", "H", "H"], "xyz": [[1.170, -0.816, 0.717], [0.987, -0.162, -0.642], [-0.373, -0.194, -1.149], [-1.566, -0.988, -0.643], [0.055, 1.227, -0.625], [0.077, 1.650, 0.649], [0.362, 2.068, 1.758], [0.290, -0.849, 1.392], [1.448, -1.860, 0.523], [2.000, -0.373, 1.283], [1.372, 1.963, 1.927], [-0.437, -0.039, -2.231], [-2.490, -0.672, -1.138], [-1.395, -2.040, -0.903], [-1.712, -0.934, 0.438], [0.212, 2.018, -1.355]]}

## x
{"formula": "C6H9N", "method": "ωB97M-V/def2-TZVPD", "lumo_energy_ev": 1.02, "charge": 0, "homo_energy_ev": -8.424, "homo_lumo_gap_ev": 9.4445, "symbols": ["C", "C", "C", "C", "C", "C", "N", "H", "H", "H", "H", "H", "H", "H", "H", "H"], "xyz": [[1.045, -2.323, 0.461], [0.432, -0.958, 0.434], [-0.162, -0.254, 1.470], [-0.731, 0.907, 0.929], [-0.429, 0.921, -0.425], [-0.456, 2.042, -1.418], [0.323, -0.270, -0.747], [1.763, -2.422, -0.356], [1.561, -2.496, 1.411], [0.297, -3.116, 0.342], [-0.209, -0.568, 2.507], [-1.240, 1.693, 1.468], [-0.435, 1.674, -2.448], [-1.346, 2.662, -1.291], [0.420, 2.683, -1.279], [-0.832, -0.175, -1.059]]}

It turns out x is the most stable, with the second structure 287.4 kJ/mol higher.

## w
{"formula": "C6H9N", "method": "ωB97M-V/def2-TZVPD", "lumo_energy_ev": [0.27, 0.27], "charge": 0, "homo_energy_ev": [-7.868, -7.867], "homo_lumo_gap_ev": [8.1369, 8.1360], "symbols": ["C", "N", "C", "C", "C", "C", "C", "H", "H", "H", "H", "H", "H", "H", "H", "H"], "xyz": [[1.849, 0.530, -0.087], [0.776, -0.169, -0.430], [0.106, -1.010, 0.504], [-1.186, -0.290, 0.887], [-1.224, 0.973, 0.023], [-0.549, 0.094, -1.068], [-1.111, -1.152, -0.355], [2.395, 1.029, -0.886], [2.307, -1.042, 0.885], [2.004, 0.894, 0.925], [1.512, -1.407, 1.072], [-1.745, -0.481, 1.797], [-0.647, 1.856, 0.336], [-2.246, 1.264, -0.239], [-0.549, 0.354, -2.128], [-1.663, -2.020, -0.691]]}

## x
{"formula": "C6H9N", "method": "ωB97M-V/def2-TZVPD", "lumo_energy_ev": 1.03, "charge": 0, "homo_energy_ev": -7.782, "smiles": "Cc1c[nH]c(C)c1", "homo_lumo_gap_ev": 8.8093, "symbols": ["C", "C", "C", "N", "C", "C", "C", "H", "H", "H", "H", "H", "H", "H", "H", "H"], "xyz": [[-2.581, -0.446, -0.163], [-1.154, -0.013, -0.044], [-0.694, 1.249, 0.261], [0.690, 1.220, 0.275], [1.105, -0.053, -0.010], [2.552, -0.380, 0.018], [-0.004, -0.831, -0.232], [-3.269, 0.393, -0.208], [-2.896, -1.058, 0.677], [-2.762, -1.038, -1.055], [-1.241, 2.165, 0.434], [1.415, 1.946, 0.434], [3.005, -0.298, 1.012], [2.736, -1.391, -0.360], [3.093, 0.421, -0.561], [0.005, -1.886, -0.476]]}

It turns out x is the most stable, with the second structure 740.9 kJ/mol higher.